[1]
Formula: CN3O4S
Source: the Open Molecules 2025 dataset
Level of theory: ωB97M-V with the def2-TZVPD basis set

Output
- SMILES: N#CN=[S@@](=O)([O-])[N+](=O)[O-]
- Energy above the lowest of the compared OMol25 structures with the same formula, charge and spin: 48.77 kcal/mol
- Total energy: -24529.917 eV
- HOMO energy: -5.97 eV
- F_max: 3.3 eV/Å
- Gap between HOMO and LUMO: 8.80 eV
- Charge: -1

Geometry as XYZ:
```
9
CN3O4S ωB97M-V with the def2-TZVPD basis set
C 1.00 0.70 2.03
N 0.91 1.42 2.93
N 1.14 -0.26 1.16
N -0.56 0.36 -1.70
O -0.83 -0.36 -2.62
O 0.47 -1.83 -0.71
O -0.90 1.51 -1.56
O -1.30 -0.86 0.47
S 0.06 -0.68 0.00
```

[2]
Formula: C18H36Hg2O12S4
Source: the Open Molecules 2025 dataset
Level of theory: ωB97M-V with the def2-TZVPD basis set

Output
- Total energy: -95486.399 eV
- HOMO energy: -14.32 eV
- F_max: 6.6 eV/Å
- Gap between HOMO and LUMO: 3.05 eV
- Charge: +2

Geometry as XYZ:
```
72
C18H36Hg2O12S4 ωB97M-V with the def2-TZVPD basis set
Hg -4.46 -2.29 -1.09
Hg -2.32 -2.07 1.54
O -1.55 -5.38 -0.10
C -1.73 -4.09 0.10
O -2.46 -3.43 -0.67
O -1.26 -3.57 1.14
H -0.99 -5.77 0.58
C -1.77 -0.06 -1.10
O -2.82 -0.75 -0.43
H -1.25 -0.85 -1.63
H -2.19 0.67 -1.79
H -1.09 0.44 -0.40
C 2.86 -2.04 2.84
C 3.28 -1.60 1.44
C 2.00 -1.20 0.67
S 1.04 -0.30 1.79
O -0.33 -0.83 1.79
O 1.17 1.13 1.83
C 1.86 -0.96 3.32
H 3.76 -1.85 3.43
H 2.69 -3.11 3.01
H 3.80 -2.40 0.91
H 4.04 -0.81 1.40
H 1.30 -2.04 0.61
H 2.10 -0.84 -0.35
H 1.22 -1.18 4.18
H 2.51 -0.21 3.79
C 2.33 3.19 -0.34
C 1.21 3.29 -1.39
C -0.09 3.59 -0.58
S 0.38 4.51 0.92
O -0.22 3.92 2.09
O 0.12 5.93 0.71
C 2.18 4.31 0.70
H 3.29 3.26 -0.86
H 2.28 2.26 0.23
H 1.24 2.31 -1.86
H 1.49 4.04 -2.12
H -0.30 2.61 -0.15
H -0.89 4.16 -1.04
H 2.52 4.07 1.70
H 2.69 5.23 0.42
C 1.56 -1.68 -4.14
C 1.05 -2.64 -3.06
C 2.03 -3.79 -2.91
S 2.94 -3.96 -4.51
O 2.27 -5.11 -5.10
O 4.36 -3.86 -4.34
C 2.29 -2.43 -5.27
H 2.31 -1.07 -3.63
H 0.72 -1.07 -4.46
H 0.12 -3.05 -3.46
H 0.89 -2.09 -2.14
H 1.67 -4.73 -2.50
H 2.78 -3.43 -2.20
H 1.46 -2.72 -5.91
H 2.93 -1.71 -5.77
C -3.55 3.34 2.52
C -4.34 2.82 1.27
C -4.92 1.45 1.70
S -3.73 0.91 3.03
O -3.00 -0.34 2.75
O -4.31 1.08 4.34
C -2.53 2.28 2.91
H -4.36 3.58 3.22
H -3.17 4.32 2.27
H -3.63 2.66 0.45
H -5.12 3.52 0.97
H -4.71 0.73 0.91
H -5.95 1.34 2.03
H -1.86 2.05 2.08
H -1.86 2.28 3.77
```

[3]
Formula: C4H10N4
Source: the Open Molecules 2025 dataset
Level of theory: ωB97M-V with the def2-TZVPD basis set

Output
- SMILES: [H]/N=C/N.CN(C)C#N
- Energy above the lowest of the compared OMol25 structures with the same formula, charge and spin: 40.93 kcal/mol
- Total energy: -10269.076 eV
- HOMO energy: -8.88 eV
- F_max: 2.7 eV/Å
- Gap between HOMO and LUMO: 9.56 eV
- Charge: 0

Geometry as XYZ:
```
18
C4H10N4 ωB97M-V with the def2-TZVPD basis set
C -2.20 -0.15 -0.51
C 1.63 -0.12 1.54
C 2.03 -0.65 -0.85
N 1.26 0.05 0.15
N -2.65 -1.07 0.29
N -2.75 1.11 -0.47
C 0.42 1.04 -0.21
N -0.01 2.08 -0.47
H -2.61 -2.00 -0.10
H -1.62 -0.39 -1.41
H -3.37 1.28 0.31
H -2.09 1.87 -0.60
H 1.39 -1.15 1.84
H 2.70 0.03 1.67
H 1.84 -1.73 -0.77
H 3.10 -0.49 -0.70
H 1.79 -0.30 -1.85
H 1.12 0.60 2.16
```

[4]
Formula: C5H10O
Source: the Open Molecules 2025 dataset
Level of theory: ωB97M-V with the def2-TZVPD basis set

Output
- SMILES: CCC1(O)CC1
- Energy above the lowest of the compared OMol25 structures with the same formula, charge and spin: 33.42 kcal/mol
- Total energy: -7393.316 eV
- HOMO energy: -10.04 eV
- F_max: 0.6 eV/Å
- Gap between HOMO and LUMO: 11.05 eV
- Charge: 0

Geometry as XYZ:
```
16
C5H10O ωB97M-V with the def2-TZVPD basis set
C 1.86 0.36 0.12
C 0.85 -0.46 -0.69
C -0.45 -0.38 0.08
O -0.51 -1.28 1.17
C -0.98 0.95 0.48
C -1.78 0.01 -0.45
H 2.50 1.01 -0.48
H 2.47 -0.25 0.78
H 1.26 1.02 0.76
H 1.13 -1.52 -0.77
H 0.74 -0.08 -1.72
H -0.88 -2.10 0.84
H -1.16 1.12 1.54
H -0.58 1.82 -0.04
H -2.62 -0.62 -0.16
H -1.87 0.40 -1.46
```

[5]
Formula: C42H62N4SSbSi4V
Source: the Open Molecules 2025 dataset
Level of theory: ωB97M-V with the def2-TZVPD basis set

Output
- Energy above the lowest of the compared OMol25 structures with the same formula, charge and spin: 35.59 kcal/mol
- Total energy: -125091.756 eV
- HOMO energy (alpha / beta): -7.10 / -7.09 eV
- F_max: 3.1 eV/Å
- ⟨S²⟩: 2.0415
- 2S+1: 3
- Gap between HOMO and LUMO (alpha / beta): 7.11 / 6.91 eV
- Charge: 0

Geometry as XYZ:
```
115
C42H62N4SSbSi4V ωB97M-V with the def2-TZVPD basis set
V 0.68 0.71 -0.54
C -0.99 3.58 2.93
Sb -1.27 1.67 1.80
C -0.34 2.50 0.09
C 1.02 3.14 0.20
C 1.34 4.42 0.62
C 2.67 4.80 0.64
C 3.66 3.84 0.33
C 3.27 2.57 -0.03
N 1.98 2.22 -0.10
Si -1.58 3.19 -1.11
C -2.72 1.72 -1.56
C -0.66 4.06 -2.61
C -2.60 4.58 -0.37
C 0.13 0.19 3.07
C 1.00 -0.76 2.33
C 1.11 -2.09 2.73
C 2.00 -2.90 2.08
C 2.79 -2.46 1.08
C 2.57 -1.15 0.62
N 1.75 -0.30 1.28
Si -1.29 -0.71 4.09
C -0.90 -1.61 5.69
C -2.54 0.61 4.55
C -2.25 -1.94 3.06
Si 1.26 1.16 4.23
C 2.42 -0.08 5.08
C 0.41 2.12 5.62
C 2.34 2.41 3.41
H -1.26 4.28 2.12
H 0.01 3.73 3.21
H -1.74 3.55 3.69
H 0.46 5.01 0.79
H 2.89 5.79 0.99
H 4.67 4.03 0.42
H 4.02 1.81 -0.33
H -2.19 0.86 -2.03
H -3.61 1.90 -2.06
H -2.89 1.33 -0.54
H -1.04 5.05 -2.79
H -0.82 3.49 -3.52
H 0.42 4.18 -2.47
H -2.90 4.41 0.68
H -3.30 5.00 -1.02
H -1.76 5.30 -0.19
H 0.53 -2.41 3.57
H 2.00 -3.92 2.50
H 3.42 -3.13 0.58
H 3.16 -0.75 -0.18
H -0.48 -0.83 6.40
H -0.13 -2.38 5.73
H -1.81 -2.10 6.09
H -2.15 1.50 5.07
H -3.06 0.02 5.34
H -3.22 0.84 3.73
H -1.54 -2.58 2.62
H -2.87 -1.52 2.29
H -2.88 -2.60 3.63
H 2.01 -1.05 5.21
H 2.60 0.38 6.04
H 3.34 -0.28 4.57
H 0.06 1.35 6.32
H -0.50 2.75 5.34
H 1.13 2.81 6.10
H 2.78 2.07 2.43
H 3.19 2.88 3.97
H 1.68 3.23 3.18
C -0.88 -0.66 -0.16
Si -0.23 -3.81 -2.42
C 1.53 -1.37 -2.76
N 1.70 0.08 -2.65
C 2.99 0.58 -3.13
C 3.22 0.31 -4.61
C 1.99 0.49 -5.52
C 1.08 1.45 -4.74
C 0.62 0.77 -3.46
C -1.36 -3.19 -3.79
C -2.29 -2.19 -3.60
C -3.07 -1.69 -4.63
C -2.96 -2.28 -5.87
C -2.12 -3.37 -6.06
C -1.44 -3.91 -5.01
C -1.27 -4.26 -0.94
C -0.66 -5.16 -0.06
C -1.40 -5.67 1.05
C -2.68 -5.21 1.27
C -3.28 -4.24 0.43
C -2.52 -3.78 -0.70
H -1.11 -1.06 0.78
H -1.85 -0.62 -0.63
H 1.42 -1.65 -3.83
H 2.47 -1.84 -2.54
H 3.81 0.08 -2.50
H 3.16 1.63 -2.89
H 3.61 -0.68 -4.82
H 3.96 1.03 -4.98
H 1.48 -0.42 -5.63
H 2.27 0.78 -6.57
H 0.20 1.75 -5.36
H 1.61 2.38 -4.39
H -0.15 0.05 -3.80
H 0.12 1.54 -2.93
H -2.18 -1.51 -2.78
H -3.64 -0.76 -4.45
H -3.49 -1.88 -6.68
H -2.09 -3.91 -7.01
H -0.83 -4.79 -5.23
H 0.34 -5.43 -0.22
H -0.87 -6.46 1.56
H -3.23 -5.56 2.14
H -4.33 -3.88 0.51
H -3.01 -3.09 -1.32
S 1.34 -5.03 -2.77
C 0.46 -1.94 -1.95
N 0.10 -1.10 -1.04
```

[6]
Formula: C5H9O2P
Source: the Open Molecules 2025 dataset
Level of theory: ωB97M-V with the def2-TZVPD basis set

Output
- SMILES: C=CC=[PH2]OC(C)=O
- Energy above the lowest of the compared OMol25 structures with the same formula, charge and spin: 85.61 kcal/mol
- Total energy: -18711.175 eV
- HOMO energy: -7.20 eV
- F_max: 2.9 eV/Å
- Gap between HOMO and LUMO: 7.76 eV
- Charge: 0

Geometry as XYZ:
```
17
C5H9O2P ωB97M-V with the def2-TZVPD basis set
C -3.12 -0.17 -0.26
C -2.32 0.80 0.20
C 1.87 0.04 -0.31
C 3.18 0.42 0.37
C -0.87 0.76 -0.02
O 1.18 -0.90 0.35
O 1.50 0.49 -1.36
P -0.42 -0.89 -0.09
H -4.30 -0.22 -0.19
H -2.50 -1.02 -0.66
H -2.74 1.73 0.62
H 3.88 -0.42 0.19
H 3.56 1.28 -0.16
H 2.81 0.39 1.41
H -0.35 1.37 0.69
H -0.95 -2.03 0.47
H -0.41 -1.61 -1.24
```

[7]
Formula: C20H40Br8O12
Source: the Open Molecules 2025 dataset
Level of theory: ωB97M-V with the def2-TZVPD basis set

Output
- SMILES: COC(=O)OC.COC(=O)OC.COC(=O)OC.COC(=O)OC.BrCCBr.BrCCBr.BrCCBr.BrCCBr
- Energy above the lowest of the compared OMol25 structures with the same formula, charge and spin: 75.68 kcal/mol
- Total energy: -606295.438 eV
- HOMO energy: -10.13 eV
- F_max: 3.7 eV/Å
- Gap between HOMO and LUMO: 10.20 eV
- Charge: 0

Geometry as XYZ:
```
80
C20H40Br8O12 ωB97M-V with the def2-TZVPD basis set
Br 5.06 2.27 1.44
C 5.47 3.74 0.18
C 4.95 5.14 0.70
Br 5.39 5.42 2.63
H 5.02 3.64 -0.81
H 6.55 3.64 0.07
H 3.87 5.26 0.73
H 5.28 5.99 0.11
Br 0.20 3.80 8.34
C 0.32 3.19 6.35
C 0.02 4.35 5.34
Br -1.85 5.02 5.32
H -0.27 2.31 6.06
H 1.34 2.86 6.16
H 0.31 4.09 4.32
H 0.64 5.21 5.56
Br 13.26 -2.16 -5.48
C 11.67 -0.99 -5.79
C 10.45 -1.50 -5.05
Br 9.04 -0.16 -5.09
H 11.52 -0.79 -6.85
H 12.01 -0.04 -5.37
H 10.61 -1.81 -4.02
H 10.05 -2.31 -5.67
Br -6.10 0.84 -4.30
C -5.04 -0.02 -5.73
C -5.40 -1.50 -5.51
Br -4.56 -2.69 -6.87
H -4.02 0.13 -5.38
H -5.23 0.46 -6.69
H -6.48 -1.66 -5.50
H -5.01 -1.80 -4.54
C -4.71 -1.74 10.97
O -4.70 -1.12 9.70
C -5.44 -0.04 9.42
O -6.23 0.51 10.19
O -5.27 0.36 8.09
C -6.31 1.05 7.42
H -3.83 -2.38 10.99
H -5.64 -2.23 11.25
H -4.49 -0.98 11.72
H -5.97 1.13 6.39
H -6.20 2.02 7.89
H -7.31 0.67 7.63
C -0.69 5.22 -9.79
O -1.76 5.94 -10.50
C -2.99 5.34 -10.56
O -3.21 4.19 -10.23
O -3.86 6.21 -11.10
C -5.14 5.80 -11.41
H 0.32 5.62 -9.82
H -0.64 4.20 -10.19
H -1.00 5.14 -8.75
H -5.47 5.05 -10.69
H -5.10 5.19 -12.32
H -5.86 6.57 -11.69
C 0.77 0.05 -3.51
O -0.14 0.23 -2.43
C -0.33 -0.69 -1.44
O 0.10 -1.80 -1.41
O -1.07 -0.17 -0.49
C -1.26 -0.90 0.67
H 0.50 -0.78 -4.16
H 1.73 -0.26 -3.09
H 1.07 0.99 -3.97
H -0.49 -0.60 1.38
H -1.35 -1.98 0.55
H -2.22 -0.49 0.98
C 2.14 -6.78 4.83
O 2.17 -8.17 5.10
C 1.11 -8.68 5.66
O -0.04 -8.28 5.61
O 1.56 -9.84 6.25
C 0.63 -10.87 6.53
H 1.57 -6.67 3.91
H 3.08 -6.40 4.41
H 1.73 -6.11 5.58
H 0.96 -11.61 7.25
H 0.48 -11.41 5.59
H -0.28 -10.43 6.94
```

[8]
Formula: H19O9
Source: the Open Molecules 2025 dataset
Level of theory: ωB97M-V with the def2-TZVPD basis set

Output
- Energy above the lowest of the compared OMol25 structures with the same formula, charge and spin: 54.79 kcal/mol
- Total energy: -18729.309 eV
- HOMO energy: -14.75 eV
- F_max: 6.1 eV/Å
- Gap between HOMO and LUMO: 11.98 eV
- Charge: +1

Geometry as XYZ:
```
28
H19O9 ωB97M-V with the def2-TZVPD basis set
O -2.30 -0.75 2.19
H -2.57 -1.63 2.61
H -1.87 -1.05 1.38
O -0.11 0.55 2.24
H 1.16 1.67 1.63
O -1.04 -3.51 -1.53
H -1.25 -4.42 -1.69
H -1.01 -3.25 -2.39
O -2.42 2.31 0.85
H -3.07 1.99 0.31
H -2.68 2.75 1.59
O 1.71 1.86 0.84
H 1.96 0.67 -0.07
H 2.62 2.19 1.18
O -0.69 2.04 -1.37
H -1.04 1.74 -0.55
H -0.26 2.79 -1.13
O 1.90 -2.13 0.54
H 2.80 -2.46 0.75
H 1.46 -2.69 -0.08
O 0.55 0.19 -2.71
H -0.15 0.87 -2.33
H 0.89 0.49 -3.54
O 2.38 0.08 -0.90
H 2.15 -0.72 -0.55
H 1.70 0.38 -1.80
H -1.05 0.37 2.30
H 0.21 -0.35 2.24
```